# 1
4
Properties=species:S:1:pos:R:3:nbo_charge:R:1 method="wB97M-V/def2-TZVPD" fmax_ev_per_a=5.22 gap_ev="6.844 / 6.391" lumo_energy_ha="0.11251 / 0.12362" de_lowest_kj_mol=511.7 total_charge=-1
O -0.47498 -1.41167 0.47758 -0.876
O 0.82334 0.37234 -2.28558 -0.853
S 0.35096 -0.29913 0.29931 1.100
Br -0.69932 1.33846 1.50870 -0.371

---

# 2
15
Properties=species:S:1:pos:R:3:nbo_charge:R:1 method="wB97M-V/def2-TZVPD" fmax_ev_per_a=3.84 gap_ev="6.484 / 5.351" lumo_energy_ha="0.15221 / 0.13771" de_lowest_kj_mol=491.7 total_charge=-1
C -2.23853 1.76520 0.13431 -0.360
C -1.44723 0.78990 -0.00063 -0.018
C -0.41033 -1.40884 0.88793 -0.640
C 0.19427 -0.34946 -1.30796 -0.663
C -0.64587 -0.31359 -0.08224 -0.026
N 2.29783 0.94862 0.90024 -0.446
O 2.52467 0.42809 -0.29825 -0.619
H -3.04468 2.42222 -0.04274 0.207
H -1.23824 -1.31894 1.62194 0.204
H -0.63350 -2.33553 0.44125 0.194
H 0.64418 -1.47223 1.42269 0.252
H 1.07713 0.06480 -0.94506 0.310
H 0.39398 -1.44541 -1.44066 0.184
H 0.00534 0.27923 -2.24465 0.205
H 2.52097 1.94593 0.95383 0.217

---

# 3
18
Properties=species:S:1:pos:R:3:nbo_charge:R:1 method="wB97M-V/def2-TZVPD" fmax_ev_per_a=3.82 gap_ev=11.135 smiles="N=C=O.CCCC" lumo_energy_ha=0.02760 de_lowest_kj_mol=221.2
N 0.81387 2.01791 -0.59045 -0.827
C 1.38692 1.57650 0.39434 0.883
O 2.24750 1.24901 1.12274 -0.515
H 1.10619 2.78534 -1.16814 0.433
C -1.75378 0.13343 0.44672 -0.623
C -0.38783 -0.12970 1.07279 -0.440
C 0.47290 -1.25611 0.08347 -0.367
C 0.39136 -0.95993 -1.38047 -0.652
H -2.41207 0.61681 1.16898 0.207
H -1.65471 0.77611 -0.42582 0.214
H -2.23606 -0.79076 0.12563 0.199
H -0.49914 -0.76865 1.95340 0.208
H -0.11865 0.75942 1.64480 0.216
H -0.01178 -2.20085 0.33017 0.203
H 1.49414 -1.25954 0.46105 0.210
H 0.53189 0.13150 -1.52111 0.233
H -0.57644 -1.23364 -1.79928 0.206
H 1.20568 -1.44685 -1.91882 0.213

---

# 4
25
Properties=species:S:1:pos:R:3:nbo_charge:R:1 method="wB97M-V/def2-TZVPD" fmax_ev_per_a=3.85 gap_ev=9.538 lumo_energy_ha=-0.15372 de_lowest_kj_mol=426.9 total_charge=+1
C 0.70282 -0.52114 1.01418 0.445
C 1.45020 0.64724 -0.31238 0.441
C -0.52919 -0.76565 -0.67898 0.464
C -1.46082 0.66493 0.34570 0.624
C 1.11080 -1.57262 2.02630 -0.652
C 2.15332 1.39524 -1.38241 -0.695
C -1.08652 -1.95711 -1.37193 -0.662
C -1.88505 1.81205 1.02236 -0.729
N 1.02801 -0.71639 -0.46614 -0.441
N 1.24486 0.82030 0.93843 -0.465
N -0.78054 -0.49376 0.75703 -0.437
N -1.22890 0.54107 -0.93837 -0.531
H 1.12270 -1.14503 3.00309 0.253
H 2.23349 -1.61734 1.91578 0.259
H 0.43812 -2.42041 1.96822 0.252
H 1.62864 0.99290 -2.40143 0.244
H 3.28227 1.15749 -1.40093 0.290
H 1.96215 2.47907 -1.05252 0.263
H -0.54065 -2.83657 -0.99565 0.262
H -0.98810 -1.83567 -2.39499 0.244
H -2.19155 -2.19173 -1.28395 0.257
H -2.16905 2.51223 0.24048 0.252
H -1.13220 2.29693 1.66121 0.312
H -2.81779 1.66156 1.57174 0.292
H -1.54702 1.09243 -1.78484 0.459

---

# 5
63
Properties=species:S:1:pos:R:3:nbo_charge:R:1 method="wB97M-V/def2-TZVPD" fmax_ev_per_a=0.30 gap_ev=7.380 lumo_energy_ha=-0.36363 de_lowest_kj_mol=0.0 total_charge=+3
In 0.24944 0.35522 0.04737 1.914
C -3.61740 2.02662 1.56073 -0.086
O -3.08961 1.00935 2.49821 -0.387
C -1.95272 0.61325 2.03260 0.644
N -1.51406 1.17365 0.94993 -0.685
C -2.54092 2.10960 0.44461 -0.113
C -2.98812 1.68017 -0.93195 0.005
C -3.33659 2.64191 -1.87398 -0.226
C -3.76880 2.25682 -3.13596 -0.176
C -3.84830 0.90939 -3.46801 -0.186
C -3.50652 -0.05530 -2.53070 -0.186
C -3.07688 0.32716 -1.26442 -0.295
C -1.21875 -0.52010 2.64851 0.131
C -1.46644 -1.16942 3.84514 -0.136
C -0.65153 -2.25827 4.15944 -0.092
C 0.35502 -2.67985 3.28888 -0.135
C 0.51866 -1.96203 2.11698 0.134
N -0.25033 -0.92054 1.84039 -0.519
C 1.46408 -2.20351 0.99946 0.641
N 1.55597 -1.35425 0.02854 -0.677
C 2.46470 -1.89598 -0.99653 -0.095
C 2.88227 -3.25397 -0.36812 -0.084
O 2.16765 -3.28449 0.92911 -0.388
C 1.78333 -1.98500 -2.34287 -0.083
C 2.57287 -2.09806 -3.48402 -0.202
C 1.98494 -2.19524 -4.73643 -0.163
C 0.60040 -2.16837 -4.86463 -0.187
C -0.19286 -2.05955 -3.73332 -0.211
C 0.39699 -1.97269 -2.47516 -0.210
H -3.74011 2.94455 2.12675 0.245
H -4.57777 1.65796 1.21220 0.243
H -2.11319 3.11093 0.39671 0.239
H -3.28235 3.69540 -1.62231 0.236
H -4.05661 3.00975 -3.85790 0.253
H -4.20052 0.61448 -4.44753 0.253
H -3.60844 -1.10620 -2.77062 0.239
H -2.88604 -0.44587 -0.52381 0.211
H -2.26125 -0.84902 4.50542 0.282
H -0.81106 -2.79208 5.08740 0.278
H 0.97580 -3.53649 3.51500 0.282
H 3.32390 -1.22782 -1.07275 0.238
H 3.94148 -3.33448 -0.14667 0.244
H 2.53985 -4.11748 -0.93152 0.241
H 3.65392 -2.11391 -3.39843 0.235
H 2.60820 -2.29874 -5.61468 0.252
H 0.14529 -2.25565 -5.84226 0.250
H -1.27189 -2.07420 -3.82327 0.232
H -0.25770 -2.01080 -1.60397 0.189
Cl 3.12821 3.91676 3.07060 0.138
C 2.89583 3.12930 1.56697 -0.328
Cl 1.79994 1.62116 1.83140 -0.072
H 3.81637 2.71676 1.17339 0.248
H 2.35372 3.74642 0.86177 0.236
C 1.96106 2.41654 -3.47570 -0.730
C 0.85430 1.80276 -2.70996 0.738
C -0.45685 1.61520 -3.35475 -0.744
O 1.08707 1.45789 -1.52398 -0.735
H 1.59663 3.02761 -4.29799 0.273
H 2.53641 1.58825 -3.90929 0.293
H 2.63018 2.97835 -2.82727 0.267
H -0.31097 1.12066 -4.31888 0.292
H -0.85930 2.60714 -3.58809 0.293
H -1.16646 1.06164 -2.74369 0.244

---

# 6
14
Properties=species:S:1:pos:R:3:nbo_charge:R:1 method="wB97M-V/def2-TZVPD" fmax_ev_per_a=3.22 gap_ev=9.672 smiles="O=C1CNC[C@@H]1O" lumo_energy_ha=0.02057 de_lowest_kj_mol=233.0
O 2.33115 -0.20180 0.38726 -0.511
C 1.19062 -0.29016 -0.00734 0.543
C 0.61951 0.18864 -1.34661 -0.352
N -0.74254 0.55929 -0.91597 -0.608
C -1.21238 -0.54949 -0.08024 -0.274
C -0.03591 -0.54426 0.89601 -0.024
O -0.30490 0.81730 1.68297 -0.756
H 1.14908 1.07269 -1.72183 0.234
H 0.63275 -0.57219 -2.15410 0.221
H -0.65962 1.28000 -0.06165 0.391
H -1.42920 -1.45652 -0.67107 0.210
H -2.14775 -0.23533 0.38829 0.227
H 0.06171 -1.29604 1.67369 0.214
H 0.54748 1.22787 1.93059 0.484

---

# 7
61
Properties=species:S:1:pos:R:3:nbo_charge:R:1 method="wB97M-V/def2-TZVPD" fmax_ev_per_a=6.13 gap_ev="9.742 / 3.706" lumo_energy_ha="-0.09170 / -0.31289" spin_multiplicity=2 s2=0.75 de_lowest_kj_mol=0.0 total_charge=+1
C 18.59950 -7.94172 -6.80507 0.702
O 19.07778 -7.22641 -5.87084 -0.057
N 18.86723 -9.15252 -7.16682 -0.734
N 17.55249 -7.51833 -7.47867 -0.748
H 19.40747 -9.85180 -6.67769 0.447
H 18.41899 -9.37628 -8.04382 0.437
H 17.20201 -6.59514 -7.26659 0.455
H 17.21398 -7.92357 -8.33965 0.457
C 14.54824 -9.13353 -8.58317 0.764
O 15.54518 -9.34283 -9.27609 -0.736
N 14.52991 -8.45013 -7.49294 -0.815
N 13.38396 -9.69193 -8.70783 -0.823
H 15.33558 -7.94647 -7.15040 0.381
H 13.76177 -8.51892 -6.84077 0.402
H 13.32275 -10.40094 -9.42453 0.398
H 12.80526 -9.87867 -7.90139 0.422
C 16.55318 -12.60369 -9.85031 -0.640
C 15.67145 -13.32985 -8.89167 -0.059
O 16.39993 -13.70906 -7.78419 -0.713
H 16.93699 -11.64884 -9.49105 0.212
H 15.93221 -12.30963 -10.69650 0.220
H 17.28111 -13.32794 -10.21593 0.201
H 15.21352 -14.20543 -9.35183 0.153
H 14.80224 -12.74750 -8.58598 0.166
H 17.23409 -14.06761 -8.09601 0.461
C 16.12427 -7.23579 -4.16457 -0.642
C 15.46658 -5.91943 -4.65894 0.108
C 15.79095 -4.63347 -3.77751 -0.653
O 15.87891 -5.50556 -6.05399 -0.782
H 15.98939 -7.91308 -5.00789 0.198
H 15.85230 -7.63115 -3.18588 0.252
H 17.21256 -7.18687 -4.12798 0.204
H 14.39323 -6.10016 -4.60110 0.176
H 16.85691 -4.40674 -3.79834 0.220
H 15.31119 -4.51840 -2.80556 0.237
H 15.51494 -3.71929 -4.30304 0.206
H 15.52326 -4.61738 -6.13312 0.491
C 11.06058 -7.73795 -6.03998 -0.632
C 10.41040 -8.96888 -6.62751 0.104
C 9.58885 -8.80140 -7.93704 -0.634
O 11.39311 -9.98427 -6.70373 -0.747
H 11.38997 -7.84532 -5.00651 0.219
H 10.28281 -6.97597 -5.98952 0.227
H 11.90578 -7.35057 -6.60891 0.198
H 9.63746 -9.29045 -5.92946 0.158
H 10.05927 -8.06572 -8.58940 0.213
H 8.65013 -8.38226 -7.57478 0.216
H 9.40465 -9.72987 -8.47753 0.224
H 11.00696 -10.80164 -7.02682 0.483
C 11.66043 -13.70810 -11.17321 -0.639
C 12.21571 -12.36687 -10.78025 0.095
C 12.34295 -11.35492 -11.93087 -0.626
O 11.39687 -11.77306 -9.79965 -0.748
H 11.69224 -14.38372 -10.31845 0.205
H 12.27815 -14.16547 -11.94607 0.226
H 10.61886 -13.69670 -11.49432 0.219
H 13.14893 -12.55059 -10.24784 0.150
H 12.62320 -10.38476 -11.52055 0.215
H 11.47181 -11.24723 -12.57711 0.226
H 13.23260 -11.65379 -12.48520 0.213
H 10.95187 -12.46098 -9.29931 0.467

---

# 8
7
Properties=species:S:1:pos:R:3:nbo_charge:R:1 method="wB97M-V/def2-TZVPD" fmax_ev_per_a=2.48 gap_ev=8.844 lumo_energy_ha=0.01877 de_lowest_kj_mol=225.9
C 0.81792 1.10800 0.33994 0.180
C -1.66696 -1.72855 0.14321 0.208
N 1.08060 0.35282 -0.48629 -0.395
O -0.51495 -1.92020 -0.27432 -0.666
I -2.45272 0.27608 0.09344 -0.099
H 0.74089 1.84384 1.10752 0.250
H 0.16010 -1.18378 -0.54819 0.522

---

# 9
12
Properties=species:S:1:pos:R:3:nbo_charge:R:1 method="wB97M-V/def2-TZVPD" fmax_ev_per_a=3.52 gap_ev=10.386 smiles="C=Cn1cnnc1" lumo_energy_ha=0.02792 de_lowest_kj_mol=248.2
C 2.61273 0.29574 -0.05329 -0.446
C 1.51435 -0.48863 0.11595 -0.012
N 0.20349 -0.13878 -0.06841 -0.420
C -0.48607 1.08795 0.04102 0.155
N -1.75112 0.86052 0.09139 -0.269
N -1.97846 -0.52821 -0.07130 -0.278
C -0.78310 -1.04038 -0.08263 0.186
H 3.59532 -0.25844 0.02162 0.223
H 2.65902 1.42852 -0.43859 0.221
H 1.68846 -1.58561 0.49209 0.220
H 0.11492 2.02594 0.11390 0.218
H -0.52251 -2.09318 0.02292 0.202